21
Properties=species:S:1:pos:R:3:mulliken_charge:R:1 method="wB97M-V/def2-TZVPD" e_lumo_ev="3.2 / 3.1" spin_multiplicity=6 max_force_ev_per_a=2.1 gap_ev="4.82 / 3.88" molar_mass_g_mol=190.1 charge=-1
O 4.02 1.58 3.29 -0.44
C 3.54 0.68 3.99 0.09
C 2.09 0.50 4.13 -0.43
O 1.37 1.38 3.29 -0.37
C 0.97 0.79 2.06 -0.47
C 0.79 1.89 1.04 -0.59
O 2.01 2.60 0.95 -0.14
C 2.07 3.49 -0.15 -1.00
Mn 2.61 3.32 2.98 -0.08
H 4.19 0.00 4.56 0.37
H 1.79 0.69 5.18 0.29
H 0.03 0.24 2.19 0.33
H 1.74 0.09 1.71 0.36
H -0.03 2.57 1.33 0.29
H 0.53 1.44 0.07 0.37
H 3.04 4.00 -0.10 0.28
H 1.99 2.93 -1.09 0.28
H 1.26 4.24 -0.09 0.33
H 1.87 -0.70 3.95 0.41
O 1.67 -2.23 3.75 -1.02
H 1.27 -3.04 4.06 0.13